# 1
{"formula": "H4S2Si", "method": "the ωB97M-V functional and the def2-TZVPD basis", "multiplicity": 1, "total_charge": 0, "largest_force_ev_per_a": 1.1, "relative_energy_kcal_mol": 89.9, "symbols": ["Si", "S", "S", "H", "H", "H", "H"], "positions_angstrom": [[1.816, 0.318, 0.251], [-2.691, -0.903, 0.154], [-1.812, 0.868, -0.081], [1.511, -1.083, 0.029], [2.121, 1.203, -0.850], [2.152, 0.729, 1.601], [-3.097, -1.132, -1.104]], "mulliken_charge": [0.219, -0.101, -0.189, -0.035, -0.033, -0.033, 0.172]}

=====

# 2
{"formula": "H4S2Si", "method": "the ωB97M-V functional and the def2-TZVPD basis", "multiplicity": 1, "total_charge": 0, "largest_force_ev_per_a": 3.6, "relative_energy_kcal_mol": 39.0, "symbols": ["Si", "S", "H", "H", "S", "H", "H"], "positions_angstrom": [[-1.753, -1.024, 0.002], [-1.204, 0.856, -0.448], [-1.466, -1.501, 1.395], [-2.673, -1.779, -0.740], [2.895, 1.055, -0.316], [1.737, 1.375, -0.791], [2.465, 1.018, 0.897]], "mulliken_charge": [0.417, -0.308, -0.038, -0.054, -0.240, 0.097, 0.126]}

=====

# 3
{"formula": "H4S3", "method": "the ωB97M-V functional and the def2-TZVPD basis", "multiplicity": 1, "total_charge": 0, "largest_force_ev_per_a": 2.5, "relative_energy_kcal_mol": 8.8, "symbols": ["S", "S", "H", "H", "S", "H", "H"], "positions_angstrom": [[0.679, -0.286, -2.794], [1.687, -0.791, -1.179], [1.303, 0.880, -3.040], [2.915, -0.395, -1.568], [-2.462, 0.363, 2.321], [-1.242, 0.544, 2.859], [-2.879, -0.316, 3.402]], "mulliken_charge": [-0.148, -0.151, 0.149, 0.150, -0.289, 0.145, 0.144]}